## P
Density functional theory data (wB97M-V/def2-TZVPD) for C16H52ClN4O12 as an isolated structure.

Positions of all 85 atoms, in Å:
Cl1 0.263 1.144 0.648
O1 1.002 1.134 1.838
O2 0.467 -0.151 -0.009
O3 -1.127 1.434 0.801
O4 0.920 2.071 -0.175
O5 2.515 -0.112 2.597
H1 2.863 0.408 1.873
H2 2.163 0.534 3.209
O6 -0.517 2.197 -1.819
H3 -0.605 1.336 -2.229
H4 0.066 2.049 -1.074
O7 -1.751 3.271 -0.168
H5 -2.168 2.420 -0.032
H6 -1.293 3.183 -1.003
O8 -0.976 3.605 1.978
H7 -0.456 2.833 2.202
H8 -1.197 3.486 1.054
C1 -2.264 1.567 6.378
C2 -2.893 0.404 5.591
C3 -2.061 -0.180 4.444
O9 -1.910 0.814 3.482
C4 -1.078 0.493 2.444
N1 -3.218 -0.744 6.503
H9 -1.845 2.360 5.758
H10 -1.387 1.155 6.878
H11 -2.945 2.053 7.077
H12 -3.906 0.694 5.312
H13 -2.759 -0.899 4.016
H14 -1.117 -0.694 4.630
H15 -0.968 1.436 1.908
H16 -1.388 -0.333 1.804
H17 -0.109 0.263 2.886
H18 -2.987 -1.500 5.874
H19 -2.482 -0.735 7.195
C5 -5.251 -2.999 -2.523
C6 -3.805 -2.394 -2.572
C7 -3.128 -1.920 -1.181
O10 -1.944 -1.306 -1.614
C8 -1.268 -0.562 -0.664
N2 -2.966 -3.271 -3.403
H20 -5.654 -3.366 -3.468
H21 -5.864 -2.148 -2.227
H22 -5.453 -3.749 -1.758
H23 -3.933 -1.450 -3.103
H24 -3.016 -2.818 -0.573
H25 -3.889 -1.333 -0.667
H26 -1.501 0.499 -0.755
H27 -0.201 -0.559 -0.885
H28 -1.375 -0.898 0.367
H29 -2.148 -2.779 -3.731
H30 -2.619 -4.051 -2.864
C9 0.207 -2.725 0.350
C10 1.663 -2.455 0.653
C11 2.515 -2.537 -0.611
O11 3.877 -2.303 -0.265
C12 4.797 -2.556 -1.267
N3 1.896 -1.136 1.197
H31 -0.387 -3.132 1.169
H32 0.233 -3.492 -0.425
H33 -0.324 -1.890 -0.107
H34 2.085 -3.136 1.392
H35 2.278 -1.722 -1.293
H36 2.347 -3.553 -0.971
H37 4.630 -3.602 -1.523
H38 5.757 -2.342 -0.798
H39 4.765 -1.900 -2.137
H40 2.515 -0.681 0.541
H41 1.087 -0.543 1.076
C13 1.776 2.071 -1.921
C14 2.234 1.326 -3.115
C15 3.290 2.174 -3.820
O12 2.759 3.362 -4.305
C16 3.786 4.231 -4.696
N4 2.718 0.004 -2.758
H42 1.150 1.368 -1.370
H43 1.051 2.859 -2.125
H44 2.517 2.472 -1.229
H45 1.431 1.095 -3.815
H46 3.589 1.539 -4.654
H47 4.206 2.336 -3.251
H48 4.246 3.764 -5.567
H49 4.565 4.477 -3.974
H50 3.235 5.146 -4.911
H51 3.147 -0.418 -3.569
H52 3.525 0.003 -2.151

Output
spin multiplicity	1
LUMO level	0.094	Ha
net charge	-1
frontier orbital gap	0.21594	Ha

Results of the Löwdin charge analysis, in e, for atoms 1 through 2:
1 Cl 0.89
2 O -0.30

***

## Q
Density functional theory data (wB97M-V/def2-TZVPD) for a 9-piece molecular cluster, C16H52ClN4O12 overall.

Positions of all 85 atoms, in Å:
Cl1 18.723 -19.191 14.690
O1 20.006 -18.522 14.913
O2 18.426 -19.225 13.310
O3 18.689 -20.537 15.289
O4 17.907 -18.228 15.349
O5 16.074 -18.628 7.999
H1 16.167 -19.101 7.172
H2 16.617 -19.117 8.617
O6 24.970 -15.332 16.054
H3 25.881 -15.586 16.199
H4 24.523 -16.151 15.843
O7 17.557 -26.586 16.320
H5 18.317 -27.144 16.481
H6 17.917 -25.701 16.263
O8 23.429 -22.899 18.353
H7 23.094 -23.787 18.229
H8 22.725 -22.331 18.039
C1 22.663 -25.450 10.690
C2 24.186 -25.464 11.016
C3 25.021 -26.351 10.050
O9 24.856 -27.727 10.284
C4 25.820 -28.611 9.695
N1 24.533 -24.049 10.847
H9 22.330 -25.268 9.668
H10 22.058 -24.803 11.326
H11 22.193 -26.380 11.012
H12 24.309 -25.741 12.063
H13 26.063 -26.033 9.998
H14 24.748 -26.150 9.014
H15 25.363 -29.519 9.302
H16 26.461 -28.866 10.539
H17 26.508 -28.057 9.056
H18 23.735 -23.625 11.298
H19 24.450 -23.870 9.856
C5 17.693 -13.051 20.550
C6 19.090 -13.479 20.261
C7 19.461 -14.708 21.097
O10 20.833 -15.110 20.824
C8 21.257 -16.312 21.459
N2 19.413 -13.783 18.898
H20 17.576 -12.096 20.038
H21 17.604 -12.858 21.619
H22 16.987 -13.815 20.223
H23 19.860 -12.750 20.514
H24 18.790 -15.547 20.913
H25 19.265 -14.439 22.135
H26 21.131 -16.231 22.539
H27 22.322 -16.526 21.370
H28 20.744 -17.247 21.234
H29 20.227 -14.326 19.149
H30 18.926 -14.574 18.501
C9 22.565 -15.413 10.439
C10 21.623 -14.170 10.409
C11 20.193 -14.380 9.848
O11 19.451 -13.196 9.996
C12 18.058 -13.448 9.839
N3 21.544 -13.534 11.718
H31 22.352 -15.995 9.542
H32 22.526 -16.096 11.287
H33 23.623 -15.157 10.493
H34 22.145 -13.528 9.699
H35 19.649 -15.224 10.273
H36 20.311 -14.668 8.803
H37 17.571 -14.039 10.614
H38 17.835 -13.939 8.891
H39 17.573 -12.474 9.906
H40 22.416 -13.827 12.135
H41 21.004 -14.215 12.233
C13 8.783 -23.535 8.540
C14 9.179 -23.383 10.040
C15 10.494 -22.641 10.336
O12 10.730 -22.780 11.783
C16 12.095 -22.913 12.134
N4 8.049 -22.774 10.736
H42 8.902 -22.551 8.086
H43 7.746 -23.857 8.455
H44 9.300 -24.396 8.116
H45 9.325 -24.355 10.512
H46 10.336 -21.584 10.123
H47 11.388 -23.094 9.909
H48 12.200 -22.923 13.219
H49 12.622 -22.032 11.766
H50 12.601 -23.847 11.891
H51 7.996 -21.797 10.485
H52 8.323 -22.718 11.707

Output
spin multiplicity	1
LUMO level	0.077	Ha
net charge	-1
frontier orbital gap	0.27653	Ha

Results of the Löwdin charge analysis, in e, for atoms 1 through 2:
1 Cl 0.60
2 O -0.43

***

Question: which arrangement is favored energetically? Ranking from most to least stable: Q, P.

***

## P
Density functional theory data (wB97M-V/def2-TZVPD) for one molecule with the formula C17H27NO2.

Positions of all 47 atoms, in Å:
C1 3.163 -3.946 -5.520
C2 1.833 -4.508 -6.008
C3 1.028 -5.199 -4.907
C4 0.624 -4.293 -3.742
C5 -0.298 -3.150 -4.163
C6 -0.881 -2.384 -2.975
C7 0.172 -1.598 -2.199
C8 -0.448 -0.771 -1.077
C9 0.603 0.038 -0.335
O1 1.759 0.137 -0.685
N1 0.129 0.634 0.788
H1 -0.858 0.612 0.989
C10 0.923 1.546 1.575
C11 0.371 2.974 1.476
O2 -0.942 3.069 1.983
C12 -1.152 3.097 3.333
C13 -0.162 3.134 4.308
C14 -0.516 3.176 5.647
C15 -1.843 3.176 6.031
C16 -2.832 3.139 5.060
C17 -2.492 3.100 3.724
H2 -3.249 3.075 2.955
H3 -3.873 3.142 5.346
H4 -2.107 3.205 7.077
H5 0.264 3.206 6.394
H6 0.885 3.137 4.044
H7 0.284 3.255 0.423
H8 1.044 3.682 1.973
H9 0.927 1.215 2.619
H10 1.939 1.510 1.175
H11 -1.185 -0.074 -1.489
H12 -0.964 -1.421 -0.367
H13 0.906 -2.277 -1.763
H14 0.708 -0.929 -2.874
H15 -1.380 -3.086 -2.302
H16 -1.638 -1.688 -3.345
H17 0.247 -2.450 -4.797
H18 -1.122 -3.562 -4.752
H19 0.106 -4.905 -2.999
H20 1.519 -3.892 -3.269
H21 0.124 -5.625 -5.352
H22 1.620 -6.028 -4.510
H23 2.027 -5.241 -6.796
H24 1.239 -3.706 -6.451
H25 3.746 -4.722 -5.028
H26 3.741 -3.563 -6.358
H27 3.010 -3.132 -4.816

Output
spin multiplicity	1
LUMO level	0.029	Ha
SMILES	CCCCCCCCC(=O)NCCOc1ccccc1
frontier orbital gap	0.34841	Ha

Results of the Löwdin charge analysis, in e, for atoms 1 through 2:
1 C -0.11
2 C -0.27

***

## Q
Density functional theory data (wB97M-V/def2-TZVPD) for one molecule with the formula C17H27NO2.

Positions of all 47 atoms, in Å:
C1 -0.643 -0.409 2.621
C2 -1.095 0.949 3.145
C3 -0.937 2.099 2.148
C4 0.512 2.476 1.816
C5 1.062 1.747 0.591
C6 2.457 2.240 0.210
C7 3.157 1.361 -0.829
C8 2.531 1.419 -2.226
C9 1.096 0.919 -2.326
O1 0.219 1.571 -2.852
N1 0.926 -0.328 -1.812
C10 -0.266 -1.004 -1.543
C11 -1.491 -0.636 -2.071
C12 -2.649 -1.338 -1.751
C13 -2.555 -2.422 -0.895
C14 -1.335 -2.806 -0.356
C15 -0.186 -2.105 -0.668
O2 1.072 -2.384 -0.178
C16 1.206 -3.449 0.729
H1 2.261 -3.480 0.995
H2 0.921 -4.403 0.273
H3 0.609 -3.283 1.631
H4 -1.302 -3.651 0.314
H5 -3.441 -2.981 -0.634
C17 -3.961 -0.929 -2.348
H6 -4.049 -1.325 -3.360
H7 -4.792 -1.310 -1.760
H8 -4.033 0.154 -2.408
H9 -1.537 0.215 -2.730
H10 1.728 -0.773 -1.387
H11 2.533 2.449 -2.586
H12 3.137 0.821 -2.913
H13 3.185 0.332 -0.462
H14 4.194 1.695 -0.921
H15 2.390 3.263 -0.167
H16 3.080 2.261 1.109
H17 0.377 1.910 -0.240
H18 1.102 0.675 0.788
H19 1.150 2.278 2.682
H20 0.560 3.550 1.617
H21 -1.434 2.972 2.579
H22 -1.463 1.847 1.225
H23 -0.544 1.186 4.058
H24 -2.153 0.880 3.412
H25 -1.103 -0.617 1.657
H26 -0.933 -1.193 3.318
H27 0.438 -0.444 2.509

Output
spin multiplicity	1
LUMO level	0.027	Ha
SMILES	CCCCCCCCC(=O)Nc1cc(C)ccc1OC
frontier orbital gap	0.32263	Ha

Results of the Löwdin charge analysis, in e, for atoms 1 through 2:
1 C -0.11
2 C -0.26

***

Question: which arrangement is favored energetically? Ranking from most to least stable: Q, P.